(1)
86
Properties=species:S:1:pos:R:3 method="wB97M-V/def2-TZVPD" relative_energy_kcal_mol=46.5 total_charge=+2 homo_ev="-12.3 / -12.3" homo_lumo_gap_ev="6.63 / 3.40" spin_multiplicity=3 lumo_ev="-5.70 / -8.92"
N -3.600 -8.306 2.069
C -2.709 -7.687 2.859
C -2.030 -6.512 2.481
C -2.284 -5.872 1.237
C -3.193 -6.590 0.386
C -3.806 -7.757 0.866
C -1.695 -4.559 0.949
Pd 0.287 -0.043 0.018
P -0.396 4.189 -0.409
C -2.076 -3.769 -0.119
C -1.936 -2.364 -0.259
C -2.817 -1.618 -1.077
C -3.366 -0.417 -0.594
C -3.144 -0.148 0.796
C -1.864 -0.591 1.341
C -1.118 -1.626 0.691
Br -4.290 0.958 1.796
H -0.919 -4.247 1.656
H -2.641 -4.270 -0.926
H -1.309 -6.135 3.210
H -3.505 -6.289 -0.614
H -2.548 -8.194 3.828
H -4.537 -8.318 0.266
H -3.241 -2.060 -1.981
H -0.328 -2.188 1.228
H -3.936 0.194 -1.282
H -1.313 -0.247 2.229
P 1.209 0.317 -2.064
C -1.075 4.884 1.158
C -2.364 5.709 1.014
H -0.280 5.544 1.555
H -1.212 4.040 1.853
H -2.807 5.811 2.013
H -2.119 6.711 0.639
H -3.116 5.247 0.355
C -1.776 3.084 -0.933
C -2.388 3.750 -2.204
H -2.507 2.960 -0.106
H -1.367 2.079 -1.145
H -3.135 3.062 -2.639
H -2.869 4.717 -1.954
H -1.618 3.985 -2.971
C 1.148 3.354 0.161
C 2.333 4.281 0.000
H 1.289 2.430 -0.423
H 1.012 3.027 1.198
H 3.186 3.693 -0.332
H 2.090 5.045 -0.741
H 2.557 4.763 0.952
C 2.852 1.034 -2.561
C 3.540 0.424 -3.780
H 3.521 0.956 -1.694
H 2.639 2.105 -2.736
H 3.935 -0.577 -3.565
H 2.882 0.392 -4.658
H 4.402 1.056 -4.030
C 0.166 0.903 -3.413
C -0.917 -0.064 -3.847
H 0.850 1.100 -4.249
H -0.253 1.874 -3.102
H -0.500 -0.970 -4.289
H -1.572 -0.337 -3.021
H -1.527 0.393 -4.628
C 1.357 -1.496 -2.136
C 2.559 -2.008 -1.352
H 1.394 -1.808 -3.176
H 0.425 -1.884 -1.691
H 2.249 -2.774 -0.635
H 3.306 -2.487 -1.997
H 3.059 -1.207 -0.793
C 5.019 -0.128 2.184
N 3.706 0.413 2.526
C 3.327 0.527 3.824
C 2.089 0.997 4.120
C 1.178 1.151 3.048
N 1.506 0.896 1.759
C 2.840 0.747 1.468
O 3.336 0.855 0.329
N -0.089 1.569 3.309
H 5.116 -0.106 1.090
H 5.123 -1.170 2.525
H 5.821 0.467 2.637
H 4.083 0.275 4.560
H 1.778 1.249 5.123
H -0.334 1.850 4.258
H -0.740 1.759 2.557



(2)
119
Properties=species:S:1:pos:R:3 method="wB97M-V/def2-TZVPD" homo_ev=-8.4 smiles="CCCCCCCC[C@](C#N)(CC[C@](F)(Br)C(F)(F)Br)[C@H](C#N)CC[C@@H](C)CCC=C(C)C.CCOC(=O)OC.CCOC(=O)OC.CCOC(=O)OC" homo_lumo_gap_ev=8.63 lumo_ev=0.26
C 4.840 -2.456 2.438
C 3.745 -1.381 2.518
C 3.780 -0.367 1.351
C 2.502 -0.352 0.494
C 2.820 -0.503 -1.001
C 1.623 -0.935 -1.873
C 1.866 -2.259 -2.628
C 0.644 -3.175 -2.678
C 0.326 -3.957 -1.386
C 1.357 -3.725 -0.371
N 2.271 -3.599 0.373
C 0.326 -5.468 -1.656
C 0.598 -6.340 -0.419
C 0.095 -7.772 -0.533
F 0.916 -8.551 0.224
Br 0.142 -8.505 -2.321
C -1.290 -7.913 0.117
F -1.197 -7.539 1.393
F -2.161 -7.094 -0.488
Br -1.971 -9.729 0.095
C -1.019 -3.427 -0.800
C -1.162 -3.758 0.609
N -1.239 -4.005 1.757
C -2.283 -3.795 -1.599
C -2.973 -2.586 -2.220
C -3.811 -1.772 -1.232
C -4.580 -0.733 -2.070
C -4.827 -2.577 -0.450
C -5.342 -1.781 0.771
C -4.250 -1.662 1.804
C -3.821 -0.500 2.314
C -3.886 0.810 1.595
C -3.194 -0.509 3.688
H 4.423 -3.439 2.265
H 5.397 -2.520 3.366
H 5.567 -2.230 1.667
H 3.941 -0.836 3.435
H 2.768 -1.832 2.632
H 3.917 0.615 1.792
H 4.663 -0.562 0.753
H 1.771 -1.068 0.846
H 2.070 0.639 0.621
H 3.206 0.460 -1.325
H 3.660 -1.184 -1.083
H 0.787 -1.048 -1.190
H 1.412 -0.139 -2.577
H 2.767 -2.757 -2.295
H 2.059 -1.970 -3.659
H 0.789 -3.866 -3.501
H -0.190 -2.553 -2.977
H 1.138 -5.659 -2.347
H -0.573 -5.808 -2.153
H 1.668 -6.419 -0.293
H 0.189 -5.915 0.490
H -0.950 -2.343 -0.816
H -2.077 -4.507 -2.389
H -2.944 -4.324 -0.927
H -2.228 -1.912 -2.632
H -3.608 -2.943 -3.023
H -3.155 -1.206 -0.572
H -3.916 -0.035 -2.568
H -5.089 -1.282 -2.859
H -5.353 -0.230 -1.506
H -5.691 -2.847 -1.055
H -4.435 -3.500 -0.032
H -5.721 -0.809 0.491
H -6.169 -2.326 1.217
H -3.795 -2.596 2.105
H -4.394 1.543 2.219
H -2.882 1.139 1.352
H -4.440 0.745 0.668
H -2.563 -1.390 3.760
H -3.993 -0.634 4.407
H -2.618 0.391 3.857
C 4.773 6.883 -3.406
C 3.902 6.121 -2.431
O 3.280 4.983 -3.050
C 4.067 3.924 -3.228
O 5.219 3.829 -2.908
O 3.345 2.980 -3.833
C 4.081 1.800 -4.159
H 4.201 7.155 -4.295
H 5.158 7.790 -2.942
H 5.618 6.279 -3.732
H 3.083 6.753 -2.092
H 4.463 5.806 -1.551
H 4.592 1.401 -3.286
H 4.797 2.008 -4.953
H 3.365 1.064 -4.517
C -2.765 9.486 -5.045
C -1.332 9.867 -4.741
O -0.765 9.037 -3.718
C -0.392 7.821 -4.113
O -0.466 7.386 -5.231
O 0.085 7.172 -3.054
C 0.466 5.815 -3.314
H -3.362 9.488 -4.132
H -3.202 10.187 -5.755
H -2.821 8.485 -5.472
H -1.292 10.881 -4.347
H -0.710 9.836 -5.635
H 1.156 5.754 -4.148
H -0.420 5.210 -3.510
H 0.954 5.445 -2.422
C -0.282 1.534 10.066
C -1.421 0.873 9.320
O -1.180 0.833 7.907
C -0.327 -0.105 7.501
O 0.226 -0.911 8.200
O -0.189 0.008 6.182
C 0.765 -0.893 5.613
H -0.079 2.523 9.653
H -0.529 1.635 11.123
H 0.633 0.948 9.983
H -2.334 1.453 9.443
H -1.616 -0.132 9.694
H 0.552 -1.921 5.898
H 1.773 -0.618 5.922
H 0.682 -0.796 4.535



(3)
10
Properties=species:S:1:pos:R:3 method="wB97M-V/def2-TZVPD" relative_energy_kcal_mol=62.8 homo_ev=-8.6 homo_lumo_gap_ev=8.03 lumo_ev=-0.57
C -0.928 1.776 -0.068
C -0.454 -0.849 0.307
C 0.987 -0.454 -0.245
P -1.828 0.411 -0.014
S 1.472 1.280 0.031
H -0.896 2.717 -0.475
H -0.636 -1.805 0.008
H -0.253 -1.065 1.428
H 1.592 -1.193 0.235
H 0.946 -0.817 -1.207



How do the records compare in E_tot? In the order shown, they have -4849.5663 -7721.2065 -856.7163 Eh.